Molecular formula: C19H36NO7
Method: DFT, ωB97M-V/def2-TZVPD

Cartesian coordinates (Å):
C1 1.13 -5.71 2.92
C2 0.27 -5.15 1.79
C3 0.84 -3.86 1.26
O1 0.29 -3.65 -0.07
N1 0.36 -2.31 -0.45
C4 1.71 -1.67 -0.55
C5 2.61 -2.50 -1.45
C6 1.44 -0.26 -1.09
C7 0.75 0.64 -0.05
H1 1.03 -5.10 3.82
H2 0.80 -6.71 3.18
H3 2.18 -5.75 2.64
H4 -0.74 -4.96 2.17
H5 0.17 -5.87 0.98
H6 0.57 -3.01 1.90
H7 1.93 -3.91 1.19
H8 -0.07 -2.28 -1.38
H9 -0.24 -1.74 0.17
H10 2.10 -1.55 0.45
H11 2.58 -3.56 -1.21
H12 2.32 -2.37 -2.49
H13 3.63 -2.14 -1.34
H14 0.82 -0.33 -1.99
H15 2.41 0.15 -1.37
H16 0.48 0.10 0.86
H17 1.38 1.46 0.26
H18 -0.17 1.04 -0.47
O2 1.10 3.78 -0.22
C8 -0.05 4.04 0.01
O3 -0.68 3.58 1.11
C9 -2.07 3.96 1.08
C10 -2.15 5.15 0.14
C11 -1.01 4.85 -0.84
H19 -2.64 3.10 0.71
H20 -2.38 4.18 2.10
H21 -3.12 5.26 -0.33
H22 -1.93 6.07 0.69
H23 -1.33 4.21 -1.67
H24 -0.51 5.73 -1.23
O4 -2.32 2.03 5.21
C12 -1.56 1.17 4.92
O5 -1.07 0.28 5.82
C13 -0.12 -0.59 5.21
C14 -0.45 -0.56 3.71
C15 -0.98 0.86 3.55
H25 0.88 -0.21 5.41
H26 -0.21 -1.58 5.66
H27 0.42 -0.79 3.09
H28 -1.24 -1.28 3.50
H29 -0.19 1.58 3.34
H30 -1.76 0.95 2.79
O6 -1.06 1.65 -2.77
C16 -0.82 1.39 -3.92
O7 -1.59 0.55 -4.63
C17 -1.05 0.36 -5.96
C18 -0.17 1.58 -6.20
C19 0.31 1.90 -4.78
H31 -0.48 -0.57 -5.96
H32 -1.88 0.27 -6.65
H33 0.63 1.39 -6.91
H34 -0.77 2.40 -6.58
H35 1.22 1.35 -4.52
H36 0.48 2.96 -4.60

Output
E_tot ... -36102.623 eV
Charge ... +1
LUMO energy ... -2.7 eV
HOMO ... -12.31 eV
Gap between HOMO and LUMO ... 0.35207 Ha

Löwdin atomic charge list, values in e, 5 entries: -0.09, -0.21, -0.18, -0.06, 0.08

=====

Molecular formula: C19H36O2
Method: DFT, ωB97M-V/def2-TZVPD

Cartesian coordinates (Å):
C1 -4.45 -2.25 0.67
C2 -5.25 -1.47 -0.37
C3 -5.89 -0.20 0.19
C4 -4.90 0.84 0.73
C5 -3.96 1.39 -0.34
C6 -3.06 2.49 0.22
C7 -2.03 3.00 -0.78
C8 -0.87 2.02 -1.00
C9 -0.05 1.87 0.25
C10 0.05 0.81 1.03
C11 -0.61 -0.52 0.87
C12 0.43 -1.61 0.57
C13 1.05 -1.42 -0.81
C14 2.17 -2.41 -1.13
C15 3.39 -2.33 -0.21
C16 4.05 -0.95 -0.22
C17 5.35 -0.95 0.58
C18 5.92 0.45 0.61
O1 5.54 1.34 1.32
O2 6.88 0.60 -0.31
C19 7.46 1.90 -0.42
H1 -5.07 -2.48 1.54
H2 -4.10 -3.19 0.25
H3 -3.59 -1.69 1.01
H4 -4.60 -1.22 -1.21
H5 -6.04 -2.11 -0.76
H6 -6.49 0.26 -0.60
H7 -6.57 -0.48 1.00
H8 -4.32 0.40 1.54
H9 -5.48 1.67 1.15
H10 -3.34 0.58 -0.72
H11 -4.54 1.79 -1.17
H12 -2.54 2.11 1.11
H13 -3.69 3.32 0.54
H14 -2.52 3.19 -1.74
H15 -1.62 3.95 -0.43
H16 -1.25 1.05 -1.33
H17 -0.23 2.41 -1.79
H18 0.50 2.77 0.52
H19 0.70 0.88 1.90
H20 -1.35 -0.50 0.07
H21 -1.12 -0.77 1.80
H22 1.21 -1.57 1.34
H23 -0.04 -2.59 0.62
H24 1.43 -0.40 -0.89
H25 0.27 -1.53 -1.56
H26 1.76 -3.43 -1.07
H27 2.49 -2.25 -2.16
H28 4.12 -3.07 -0.55
H29 3.11 -2.58 0.81
H30 4.26 -0.65 -1.25
H31 3.38 -0.21 0.21
H32 5.15 -1.26 1.61
H33 6.08 -1.62 0.13
H34 6.69 2.63 -0.68
H35 8.21 1.83 -1.20
H36 7.91 2.19 0.53

Output
Energy above the lowest of the compared OMol25 structures with the same formula, charge and spin ... 11.0 kJ/mol
E_tot ... -24382.597 eV
Charge ... 0
SMILES string ... CCCCCCCC/C=C\CCCCCCCC(=O)OC
LUMO energy ... 0.9 eV
HOMO ... -9.14 eV
Gap between HOMO and LUMO ... 0.36970 Ha

Löwdin atomic charge list, values in e, 5 entries: -0.11, -0.27, -0.23, -0.22, -0.22

=====

Molecular formula: C19H37BN7O11
Method: DFT, ωB97M-V/def2-TZVPD

Cartesian coordinates (Å):
C1 1.19 2.20 3.50
C2 2.09 1.81 2.36
O1 3.28 2.02 2.47
N1 1.65 1.17 1.23
C3 2.56 1.16 0.09
C4 3.18 2.41 -0.51
O2 2.82 0.10 -0.40
N2 0.29 1.14 0.94
B1 -0.42 2.33 0.60
O3 0.11 3.41 -0.07
O4 -1.80 2.40 0.93
C5 -0.48 -0.01 1.36
O5 -1.43 -0.45 0.36
C6 -0.85 -0.71 -0.77
N3 -0.35 -0.53 -1.80
C7 0.35 -1.18 1.94
O6 0.31 -2.28 1.39
O7 0.97 -0.94 2.98
H1 0.50 2.98 3.13
H2 1.76 2.68 4.29
H3 0.59 1.36 3.86
H4 2.50 2.96 -1.15
H5 3.56 3.06 0.28
H6 4.03 2.08 -1.10
H7 -0.51 3.62 -0.78
H8 -2.32 2.12 0.16
H9 -1.11 0.30 2.20
C8 -4.01 -0.44 -2.24
C9 -4.98 0.66 -1.94
O8 -4.63 1.83 -1.83
N4 -6.28 0.32 -1.76
C10 -6.87 -1.01 -1.83
H10 -3.02 -0.01 -2.34
H11 -4.00 -1.17 -1.42
H12 -4.27 -0.95 -3.17
H13 -6.88 1.10 -1.55
H14 -7.65 -1.01 -2.60
H15 -7.33 -1.23 -0.87
H16 -6.14 -1.77 -2.06
C11 -6.57 -1.74 2.87
C12 -5.68 -1.92 1.67
O9 -6.01 -2.59 0.70
N5 -4.46 -1.32 1.69
C13 -3.88 -0.50 2.74
H17 -7.50 -2.28 2.70
H18 -6.10 -2.14 3.76
H19 -6.80 -0.68 3.01
H20 -3.91 -1.49 0.87
H21 -3.65 0.49 2.33
H22 -2.95 -0.96 3.08
H23 -4.56 -0.38 3.58
C14 6.20 -2.83 1.74
C15 5.67 -3.62 2.92
O10 6.41 -4.26 3.66
N6 4.34 -3.59 3.13
C16 3.31 -2.89 2.36
H24 7.28 -2.95 1.70
H25 5.77 -3.21 0.81
H26 5.97 -1.77 1.85
H27 4.05 -4.13 3.93
H28 2.78 -2.19 3.02
H29 2.59 -3.62 1.99
H30 3.73 -2.34 1.53
C17 4.13 3.26 -4.74
C18 4.42 1.91 -4.13
O11 4.92 1.78 -3.03
N7 4.10 0.81 -4.87
C19 3.49 0.75 -6.18
H31 4.44 4.03 -4.04
H32 4.68 3.39 -5.67
H33 3.06 3.37 -4.92
H34 4.32 -0.06 -4.40
H35 2.55 0.20 -6.12
H36 4.17 0.22 -6.86
H37 3.30 1.74 -6.58

Output
E_tot ... -53938.217 eV
Charge ... -1
LUMO energy ... 2.3 eV
HOMO ... -5.68 eV
Gap between HOMO and LUMO ... 0.29227 Ha

Löwdin atomic charge list, values in e, 5 entries: 0.03, -0.45, 0.07, 0.07, -0.37

=====

Molecular formula: C19H37Br4Cl2N2O4PS
Method: DFT, ωB97M-V/def2-TZVPD

Cartesian coordinates (Å):
C1 -4.66 0.98 -0.03
C2 -4.40 -0.47 -0.50
O1 -3.02 -0.75 -0.61
C3 -2.42 -1.05 0.65
C4 -1.25 -0.11 0.97
C5 0.15 -0.61 0.61
Cl1 -0.07 -1.61 -0.92
O2 1.11 0.37 0.45
C6 0.96 1.27 -0.67
C7 2.23 1.13 -1.56
C8 2.03 0.37 -2.87
C9 1.19 1.16 -3.91
C10 -0.20 0.50 -4.13
C11 -1.37 1.54 -4.24
N1 -2.30 1.49 -3.11
C12 0.98 2.73 -0.13
C13 0.52 3.70 -1.23
C14 0.12 2.94 1.14
C15 -1.30 3.52 0.89
C16 0.78 -1.59 1.76
Cl2 0.28 -3.30 1.37
C17 2.32 -1.62 1.75
C18 2.93 -2.37 0.57
O3 3.10 -1.90 -0.45
Br1 3.51 -4.23 0.87
N2 0.18 -1.29 3.12
S1 -0.19 -2.66 4.13
P1 1.06 -0.15 4.03
O4 1.42 1.04 3.28
H1 -3.70 1.50 -0.03
H2 -5.03 1.00 1.00
H3 -5.38 1.51 -0.65
H4 -4.83 -0.55 -1.50
H5 -4.93 -1.20 0.12
H6 -3.19 -0.85 1.41
H7 -2.18 -2.11 0.73
H8 -1.45 0.80 0.41
H9 -1.35 0.18 2.02
H10 0.04 1.16 -1.23
H11 3.02 0.72 -0.93
H12 2.55 2.13 -1.82
H13 3.02 0.25 -3.31
H14 1.64 -0.64 -2.75
H15 1.13 2.21 -3.64
H16 1.72 1.09 -4.86
H17 -0.46 -0.18 -3.32
H18 -0.16 -0.08 -5.05
H19 -1.91 1.32 -5.16
H20 -0.91 2.53 -4.28
H21 -2.43 0.55 -2.77
H22 -1.95 2.05 -2.33
H23 2.01 3.01 0.10
H24 0.51 4.72 -0.86
H25 1.22 3.70 -2.07
H26 -0.43 3.41 -1.65
H27 0.63 3.71 1.73
H28 0.06 2.07 1.78
H29 -1.81 3.03 0.07
H30 -1.91 3.42 1.79
H31 -1.20 4.58 0.70
H32 2.60 -2.20 2.63
H33 2.77 -0.64 1.87
H34 0.92 -2.77 4.91
H35 0.37 0.18 5.21
H36 2.27 -0.78 4.43
C19 2.95 -7.68 3.19
Br2 1.67 -6.36 2.64
Br3 4.59 -7.56 2.18
Br4 3.28 -7.61 5.09
H37 2.52 -8.65 2.98

Output
E_tot ... -356809.928 eV
Charge ... 0
LUMO energy ... -0.1 eV
HOMO ... -8.71 eV
Gap between HOMO and LUMO ... 0.31530 Ha

Löwdin atomic charge list, values in e, 5 entries: -0.05, -0.26, -0.20, -0.23, -0.13

=====

Molecular formula: C19H37BrCoSi4
Method: DFT, ωB97M-V/def2-TZVPD

Cartesian coordinates (Å):
C1 -0.57 -2.44 -3.54
C2 0.63 -1.70 -3.72
C3 1.44 -1.86 -2.53
H1 1.01 -1.31 -4.65
C4 0.60 -2.56 -1.53
C5 -0.65 -2.86 -2.19
H2 -1.42 -3.51 -1.78
H3 -1.21 -2.78 -4.34
H4 2.50 -1.67 -2.42
H5 0.99 -3.06 -0.65
Co1 0.27 -0.68 -1.55
Br1 -0.09 1.42 -2.33
C6 -3.33 0.71 -1.88
C7 -3.41 -0.67 -1.52
C8 -3.44 -1.43 -2.72
H6 -3.32 -1.07 -0.51
C9 -3.32 -0.53 -3.82
C10 -3.25 0.80 -3.30
H7 -3.07 1.71 -3.86
H8 -3.29 1.55 -1.20
H9 -3.52 -2.52 -2.78
H10 -3.21 -0.81 -4.87
C11 -1.39 -1.41 2.87
Si1 0.40 -1.31 2.32
C12 1.57 -0.53 3.59
C13 1.12 -2.98 1.88
Si2 0.37 0.21 0.45
Si3 -1.03 2.02 1.16
C14 -0.32 2.62 2.82
C15 -1.16 3.51 0.03
C16 -2.84 1.61 1.58
Si4 2.61 0.84 0.10
C17 2.92 2.10 1.48
C18 3.56 -0.77 0.33
C19 3.23 1.53 -1.52
H11 -1.50 -2.13 3.70
H12 -2.02 -1.75 2.03
H13 -1.77 -0.44 3.21
H14 1.63 -1.20 4.46
H15 2.59 -0.44 3.18
H16 1.24 0.46 3.93
H17 0.38 -3.60 1.37
H18 2.00 -2.89 1.24
H19 1.44 -3.51 2.79
H20 0.71 3.01 2.72
H21 -0.97 3.45 3.15
H22 -0.35 1.83 3.59
H23 -1.71 3.29 -0.89
H24 -1.70 4.31 0.56
H25 -0.17 3.90 -0.25
H26 -3.43 1.36 0.69
H27 -2.95 0.80 2.31
H28 -3.27 2.53 2.02
H29 2.60 1.76 2.46
H30 4.00 2.32 1.55
H31 2.40 3.04 1.29
H32 3.21 -1.54 -0.37
H33 4.62 -0.58 0.11
H34 3.50 -1.16 1.35
H35 3.05 0.85 -2.36
H36 2.77 2.49 -1.77
H37 4.32 1.68 -1.48

Output
Energy above the lowest of the compared OMol25 structures with the same formula, charge and spin ... 34.9 kJ/mol
E_tot ... -159483.954 eV
Charge ... -1
Multiplicity ... 5
LUMO energy (spin up / spin down) ... 3.0 / 1.3 eV
HOMO (spin up / spin down) ... -2.45 / -4.07 eV
Gap between HOMO and LUMO (spin up / spin down) ... 0.19950 / 0.19801 Ha

Löwdin atomic charge list, values in e, 5 entries: -0.15, -0.16, -0.28, 0.09, -0.29

=====

Molecular formula: C19H37CdNO8Sb
Method: DFT, ωB97M-V/def2-TZVPD

Cartesian coordinates (Å):
Cd1 0.78 1.29 1.05
O1 2.81 2.21 2.89
C1 2.02 2.18 4.07
C2 1.48 0.78 4.26
N1 0.48 0.45 3.23
C3 0.48 -0.99 2.92
C4 1.57 -1.43 1.92
O2 2.02 -2.57 2.06
O3 1.86 -0.61 0.97
C5 -0.85 0.96 3.59
C6 -1.87 0.97 2.44
O4 -3.05 0.86 2.75
O5 -1.40 1.12 1.25
H1 2.68 3.07 2.48
H2 1.19 2.89 3.98
H3 2.61 2.46 4.94
H4 1.04 0.69 5.26
H5 2.31 0.08 4.18
H6 -0.48 -1.23 2.44
H7 0.57 -1.60 3.82
H8 -0.74 2.01 3.90
H9 -1.28 0.40 4.43
C7 3.77 2.65 -0.74
C8 2.37 3.22 -0.92
C9 2.27 4.13 -2.12
O6 1.44 2.12 -1.09
C10 2.02 3.99 0.38
O7 2.57 5.09 0.52
O8 1.25 3.42 1.23
H10 4.09 2.11 -1.63
H11 3.81 1.97 0.11
H12 4.47 3.47 -0.56
H13 2.69 3.64 -3.01
H14 2.81 5.05 -1.92
H15 1.23 4.37 -2.32
H16 1.90 1.40 -1.54
C11 -0.78 -3.74 -2.98
C12 0.03 -2.58 -2.41
C13 0.68 -1.76 -3.52
Sb1 -0.95 -1.22 -0.99
C14 -2.56 -0.36 -2.18
C15 -2.04 0.92 -2.85
C16 -3.26 -1.27 -3.19
C17 -2.18 -2.75 -0.07
C18 -1.32 -3.79 0.64
C19 -3.21 -2.13 0.87
H17 -0.12 -4.42 -3.55
H18 -1.55 -3.40 -3.67
H19 -1.27 -4.34 -2.21
H20 0.83 -2.99 -1.77
H21 -0.08 -1.34 -4.19
H22 1.36 -2.37 -4.13
H23 1.26 -0.92 -3.12
H24 -3.27 -0.07 -1.40
H25 -1.31 0.69 -3.63
H26 -1.56 1.59 -2.13
H27 -2.86 1.47 -3.32
H28 -2.60 -1.50 -4.03
H29 -4.15 -0.77 -3.60
H30 -3.59 -2.21 -2.75
H31 -2.70 -3.23 -0.91
H32 -0.71 -3.35 1.44
H33 -0.62 -4.29 -0.03
H34 -1.95 -4.56 1.10
H35 -2.75 -1.68 1.75
H36 -3.91 -2.90 1.23
H37 -3.80 -1.34 0.39

Output
Energy above the lowest of the compared OMol25 structures with the same formula, charge and spin ... 28.6 kJ/mol
E_tot ... -49279.601 eV
Charge ... -1
LUMO energy ... 2.7 eV
HOMO ... -5.41 eV
Gap between HOMO and LUMO ... 0.29836 Ha

Löwdin atomic charge list, values in e, 5 entries: 1.44, -0.11, -0.25, -0.17, -0.23

=====

Molecular formula: C19H37Cl2N2O7
Method: DFT, ωB97M-V/def2-TZVPD

Cartesian coordinates (Å):
C1 0.80 -2.29 -0.62
C2 0.80 -0.72 -0.77
Cl1 2.42 0.02 -1.20
C3 -0.33 0.11 -0.61
Cl2 -0.05 1.89 -0.89
C4 -1.72 -0.54 -0.22
C5 -2.26 -1.29 -1.52
N1 -3.63 -1.90 -1.35
C6 -4.46 -1.25 -0.29
C7 -4.06 0.28 -0.10
O1 -4.30 1.10 -1.27
N2 -2.69 0.38 0.44
H1 1.77 -2.64 -0.14
H2 0.83 -2.72 -1.68
H3 -0.12 -2.72 -0.14
H4 -1.48 -1.36 0.55
H5 -2.29 -0.63 -2.45
H6 -1.57 -2.15 -1.81
H7 -3.60 -2.91 -1.15
H8 -4.16 -1.82 -2.24
H9 -4.32 -1.74 0.74
H10 -5.58 -1.31 -0.49
H11 -4.75 0.69 0.71
H12 -3.50 1.12 -1.83
H13 -2.41 1.36 0.39
O2 -4.39 0.63 3.75
C8 -3.31 1.04 4.11
O3 -2.20 0.37 3.78
C9 -0.86 0.87 3.97
C10 -0.35 0.55 5.36
C11 -3.20 2.24 5.01
H14 -0.81 1.93 3.74
H15 -0.24 0.36 3.23
H16 -0.96 1.03 6.13
H17 0.68 0.88 5.48
H18 -0.40 -0.53 5.55
H19 -3.31 1.92 6.05
H20 -4.00 2.94 4.76
H21 -2.27 2.79 4.89
O4 -0.73 -2.90 -4.39
C12 0.27 -2.73 -5.05
O5 0.42 -3.38 -6.21
C13 1.47 -3.10 -7.16
C14 2.73 -3.88 -6.83
C15 1.39 -1.88 -4.53
H22 1.65 -2.03 -7.24
H23 1.09 -3.43 -8.13
H24 3.13 -3.60 -5.85
H25 3.49 -3.71 -7.58
H26 2.51 -4.95 -6.78
H27 2.04 -2.49 -3.89
H28 0.97 -1.07 -3.94
H29 1.99 -1.42 -5.31
O6 1.42 2.32 3.57
C16 2.54 2.58 3.20
O7 2.96 3.86 3.19
C17 4.33 4.26 2.97
C18 4.63 4.38 1.49
C19 3.44 1.51 2.68
H30 5.02 3.59 3.48
H31 4.43 5.23 3.44
H32 4.52 3.42 0.98
H33 5.65 4.74 1.33
H34 3.93 5.07 1.01
H35 3.23 1.36 1.62
H36 3.23 0.58 3.22
H37 4.50 1.71 2.82

Output
E_tot ... -62652.922 eV
Charge ... +1
LUMO energy ... -3.0 eV
HOMO ... -11.95 eV
Gap between HOMO and LUMO ... 0.33011 Ha

Löwdin atomic charge list, values in e, 5 entries: -0.10, -0.62, 0.58, -0.56, 0.61